DFT (the ωB97M-V functional and the def2-TZVPD basis) results for a cluster of 8 separate species, C20H28N8 in total.

Bonds (Å) are listed after each position.
Atoms and positions in Å:
1 C -4.4912 -8.0992 -16.4941  C2 1.419, C5 1.364, H6 1.079
2 C -3.3089 -7.3144 -16.4661  C1 1.419, C3 1.380, H7 1.076
3 C -2.7109 -7.5845 -15.2525  C2 1.380, N4 1.362, H8 1.079
4 N -3.4711 -8.4969 -14.5846  C3 1.362, C5 1.373, H9 1.001
5 C -4.5876 -8.7953 -15.3250  C1 1.364, N4 1.373, H10 1.076
6 H -5.2516 -8.0777 -17.2592  C1 1.079
7 H -2.9755 -6.6361 -17.2317  C2 1.076
8 H -1.8446 -7.1605 -14.7679  C3 1.079
9 H -3.3208 -8.7741 -13.6345  N4 1.001
10 H -5.3139 -9.4720 -14.9097  C5 1.076
11 C -1.4907 -3.5043 -12.2919  C12 1.420, C15 1.360, H16 1.078
12 C -0.1721 -3.0504 -12.0228  C11 1.420, C13 1.374, H17 1.076
13 C 0.6364 -3.6681 -12.9457  C12 1.374, N14 1.369, H18 1.077
14 N -0.1356 -4.4764 -13.7369  C13 1.369, C15 1.376, H19 1.001
15 C -1.4499 -4.3638 -13.3449  C11 1.360, N14 1.376, H20 1.076
16 H -2.4240 -3.2252 -11.8310  C11 1.078
17 H 0.1084 -2.2590 -11.3493  C12 1.076
18 H 1.7036 -3.6174 -13.0791  C13 1.077
19 H 0.2150 -4.9969 -14.5167  N14 1.001
20 H -2.2719 -4.8027 -13.8839  C15 1.076
21 C -2.2987 -2.2115 -16.4975  C22 1.443, H24 1.090, H25 1.090, H26 1.091
22 C -1.7136 -3.1916 -17.3806  C21 1.443, N23 1.156
23 N -1.1868 -3.9297 -18.0974  C22 1.156
24 H -2.9895 -1.5453 -17.0146  C21 1.090
25 H -1.5533 -1.5597 -16.0430  C21 1.090
26 H -2.8275 -2.7404 -15.7029  C21 1.091
27 C -0.8657 -1.2268 -20.1906  C28 1.470, H30 1.089, H31 1.084, H32 1.088
28 C -0.8402 -0.2015 -19.1371  C27 1.470, N29 1.131
29 N -0.8539 0.5694 -18.3094  C28 1.131
30 H -0.9708 -0.6804 -21.1265  C27 1.089
31 H -1.6744 -1.9278 -20.0210  C27 1.084
32 H 0.0983 -1.7278 -20.1292  C27 1.088
33 C -3.0526 -0.4725 -12.9557  C34 1.454, H36 1.084, H37 1.091, H38 1.094
34 C -3.9381 -1.5808 -13.2765  C33 1.454, N35 1.139
35 N -4.6588 -2.4005 -13.6004  C34 1.139
36 H -2.4755 -0.5314 -12.0402  C33 1.084
37 H -3.6722 0.4237 -13.0196  C33 1.091
38 H -2.3217 -0.3968 -13.7656  C33 1.094
39 C 1.6518 -6.0467 -18.0853  C40 1.464, H42 1.093, H43 1.082, H44 1.087
40 C 1.5000 -6.8948 -19.2683  C39 1.464, N41 1.133
41 N 1.3607 -7.5404 -20.1892  C40 1.133
42 H 2.6778 -6.2065 -17.7453  C39 1.093
43 H 0.9331 -6.3250 -17.3255  C39 1.082
44 H 1.5484 -5.0044 -18.3759  C39 1.087
45 C -1.9664 2.6573 -16.0838  C46 1.466, H48 1.090, H49 1.086, H50 1.087
46 C -2.8297 1.4722 -16.0839  C45 1.466, N47 1.146
47 N -3.5089 0.5494 -16.0851  C46 1.146
48 H -2.3241 3.3701 -15.3412  C45 1.090
49 H -2.0464 3.0888 -17.0772  C45 1.086
50 H -0.9770 2.3355 -15.7697  C45 1.087
51 C -5.5029 -5.3129 -15.0773  C52 1.463, H54 1.087, H55 1.086, H56 1.088
52 C -6.2668 -6.1020 -14.1112  C51 1.463, N53 1.135
53 N -6.8650 -6.7011 -13.3559  C52 1.135
54 H -5.8017 -5.6522 -16.0653  C51 1.087
55 H -4.4481 -5.5014 -14.9019  C51 1.086
56 H -5.6938 -4.2495 -14.9530  C51 1.088

Computed properties:
Max |F|: 2.38 eV/A
Charge: 0
SMILES: c1cc[nH]c1.c1cc[nH]c1.CC#N.CC#N.CC#N.CC#N.CC#N.CC#N
Total energy: -33112.6112 eV
Orbital gap: 8.617 eV
Relative energy (zero: lowest compared OMol25 entry of this formula, charge and spin): 0.000 eV